Density functional theory data (ωB97M-V with the def2-TZVPD basis set) for a molecular structure, C7H15FeN2O3SeSi at a distorted geometry.

The value obtained for the total energy is -4565.65102 hartree. The expectation value of S² is 1.064. The orbital gap (alpha / beta) comes out at 7.0 / 8.6 eV. The value obtained for the HOMO energy (alpha / beta) is -8.8 / -8.9 eV. Its multiplicity is 2.

Geometry (Å):
Fe  0.192  0.630  -0.098
N  -1.901  0.386  -0.133
C  -2.367  0.459  1.273
C  -1.282  1.037  2.186
O  -1.538  1.541  3.259
N  -0.045  0.819  1.677
C  1.161  1.140  2.415
C  2.323  1.098  1.420
O  3.437  1.451  1.692
O  1.971  0.620  0.223
H  -2.134  1.246  -0.625
H  -2.344  -0.376  -0.634
H  -2.555  -0.554  1.628
H  -3.288  1.030  1.381
H  1.351  0.391  3.189
H  1.110  2.110  2.912
C  -0.687  5.811  -1.522
Si  0.113  4.813  -0.168
C  -0.869  4.794  1.417
C  1.900  5.246  0.117
Se  -0.010  2.685  -1.059
H  -0.628  6.876  -1.285
H  -1.737  5.540  -1.632
H  -0.192  5.648  -2.480
H  -0.894  5.781  1.885
H  -0.426  4.095  2.129
H  -1.896  4.478  1.234
H  2.012  6.296  0.398
H  2.496  5.064  -0.778
H  2.310  4.632  0.921

Cartesian forces (eV/Å) of the 3 atoms listed first:
Fe -0.363 0.066 0.726
N 0.338 0.079 -0.108
C 0.032 0.066 0.016